Entry 1:
Below is C33H49BrN3OPtS2Si4 as an isolated structure, with properties calculated with wB97M-V/def2-TZVPD.

Calculated values
HOMO-LUMO gap: 0.271 Eh
charge: +1
energy relative to the best compared isomer or geometry (same formula, charge and spin): 0.0 kJ/mol

Geometry as XYZ:
```
94
Properties=species:S:1:pos:R:3:forces:R:3
Pt -0.3861 -1.4981 0.7276 -0.2 0.0 -0.1
N 2.8948 -1.3249 3.1815 0.0 0.0 0.0
C 2.1892 -0.4306 2.4959 -0.1 0.1 0.0
S 0.5024 -0.2679 2.7500 0.1 0.0 0.0
N 2.8037 0.3570 1.5964 0.0 -0.1 0.0
C 4.1254 0.2643 1.0786 0.0 0.0 0.0
C 4.2874 0.3580 -0.3004 0.0 0.0 0.0
C 5.5557 0.2819 -0.8510 0.0 0.0 0.0
C 6.6633 0.1004 -0.0324 0.0 0.0 0.0
C 6.4992 0.0357 1.3422 0.0 0.0 0.0
C 5.2338 0.1374 1.9060 0.0 0.0 0.0
H 2.3930 -1.9151 3.8226 0.0 0.0 0.0
H 3.8701 -1.5009 3.0000 0.0 0.0 0.0
H 2.1547 0.9349 1.0832 0.0 0.0 0.0
H 3.4180 0.4937 -0.9364 0.0 0.0 0.0
H 5.6790 0.3599 -1.9231 0.0 0.0 0.0
H 7.6520 0.0311 -0.4643 0.0 0.0 0.0
H 7.3612 -0.0689 1.9870 0.0 0.0 0.0
H 5.1208 0.1641 2.9823 0.0 0.0 0.0
Br 5.4014 -5.2291 0.4958 0.0 0.0 0.0
C 3.7883 -4.2725 0.5935 0.0 0.0 0.0
C 2.7893 -4.6703 1.4673 0.0 0.0 0.0
C 1.6282 -3.9189 1.5175 0.0 0.0 0.1
N 1.4232 -2.8416 0.7583 0.0 0.0 0.0
C 2.3883 -2.4841 -0.0930 0.0 0.0 0.0
C 3.5895 -3.1582 -0.2059 0.0 0.0 0.0
H 2.9055 -5.5393 2.0985 0.0 0.0 0.0
H 0.8302 -4.1873 2.1955 0.0 0.0 0.0
H 2.1823 -1.6154 -0.7063 0.0 0.0 0.0
H 4.3454 -2.8184 -0.8989 0.0 0.0 0.0
O -1.3495 1.6318 0.1661 0.0 0.0 0.0
S 0.1175 2.0826 0.2725 -0.1 0.0 0.1
C -0.0411 3.7891 0.6559 0.0 0.0 0.0
C -0.9253 4.6054 -0.0435 0.0 0.0 0.0
C -1.0434 5.9271 0.3416 0.0 0.0 0.0
C -0.2873 6.4153 1.4052 0.0 0.0 0.0
C 0.5834 5.5886 2.0965 0.0 0.0 0.0
C 0.7054 4.2553 1.7276 0.0 0.0 0.0
C 0.7661 2.0775 -1.3852 0.1 0.0 0.0
C 1.3877 3.1819 -1.9513 0.0 0.0 0.0
C 1.9689 3.0511 -3.2062 0.0 0.0 0.0
C 1.9236 1.8374 -3.8758 0.0 0.0 0.0
C 1.3065 0.7366 -3.2923 0.0 0.0 0.0
C 0.7363 0.8464 -2.0351 0.0 0.0 0.0
H -1.5092 4.2048 -0.8623 0.0 0.0 0.0
H -1.7251 6.5819 -0.1833 0.0 0.0 0.0
H -0.3890 7.4511 1.7000 0.0 0.0 0.0
H 1.1561 5.9719 2.9294 0.0 0.0 0.0
H 1.3577 3.5836 2.2722 0.0 0.0 0.0
H 1.4170 4.1304 -1.4335 0.0 0.0 0.0
H 2.4480 3.9064 -3.6627 0.0 0.0 0.0
H 2.3671 1.7486 -4.8585 0.0 0.0 0.0
H 1.2622 -0.2079 -3.8185 0.0 0.0 0.0
H 0.2593 -0.0106 -1.5637 0.0 0.0 0.0
C -1.9678 -0.7162 -3.4130 0.0 0.0 0.0
Si -2.9087 0.2635 -2.0917 0.0 0.0 0.0
C -4.7589 0.0013 -2.2835 0.0 0.0 0.0
C -2.6509 2.0956 -2.4727 0.0 0.0 0.0
Si -2.0915 -0.0940 0.1252 0.1 0.0 0.0
Si -3.6774 0.2741 1.8357 0.0 0.0 0.0
C -5.3696 0.8085 1.2289 0.0 0.0 0.0
C -2.9438 1.6376 2.9030 0.0 0.0 0.0
C -3.8343 -1.3084 2.8297 0.0 0.0 0.0
Si -1.5799 -3.2120 -0.3007 0.0 0.0 0.0
C -1.9705 -4.3877 1.1333 0.0 0.1 0.0
C -0.5795 -4.1342 -1.6040 0.0 0.0 0.0
C -3.2893 -2.9422 -1.0410 0.0 0.0 0.0
H -1.5688 -0.0288 -4.1624 0.0 0.0 0.0
H -2.6163 -1.4250 -3.9302 0.0 0.0 0.0
H -1.1347 -1.2846 -2.9955 0.0 0.0 0.0
H -5.0246 0.1851 -3.3281 0.0 0.0 0.0
H -5.3081 0.7201 -1.6736 0.0 0.0 0.0
H -5.1018 -0.9979 -2.0237 0.0 0.0 0.0
H -3.1214 2.3253 -3.4324 0.0 0.0 0.0
H -1.5942 2.3597 -2.5494 0.0 0.0 0.0
H -3.1123 2.7287 -1.7115 0.0 0.0 0.0
H -5.3167 1.7268 0.6405 0.0 0.0 0.0
H -6.0277 0.9963 2.0807 0.0 0.0 0.0
H -5.8367 0.0401 0.6109 0.0 0.0 0.0
H -2.8615 2.5706 2.3415 0.0 0.0 0.0
H -1.9480 1.3732 3.2655 0.0 0.0 0.0
H -3.5800 1.8204 3.7724 0.0 0.0 0.0
H -4.2829 -2.1047 2.2318 0.0 0.0 0.0
H -4.4680 -1.1555 3.7063 0.0 0.0 0.0
H -2.8547 -1.6535 3.1670 0.0 0.0 0.0
H -1.1965 -4.5175 1.8877 0.1 0.0 0.0
H -2.2254 -5.3760 0.7408 0.0 0.0 0.0
H -2.8496 -4.0044 1.6562 0.0 0.0 0.0
H 0.4041 -4.4422 -1.2431 0.0 0.0 0.0
H -0.4345 -3.5204 -2.4958 0.0 0.0 0.0
H -1.1186 -5.0351 -1.9094 0.0 0.0 0.0
H -3.9183 -2.2973 -0.4192 0.0 0.0 0.0
H -3.7893 -3.9140 -1.0876 0.0 0.0 0.0
H -3.2734 -2.5387 -2.0512 0.0 0.0 0.0
```
Positions in Å, forces in eV/Å.

Entry 2:
Below is C33H49BrNNiP3 as an isolated structure at a distorted geometry, with properties calculated with wB97M-V/def2-TZVPD.

Calculated values
HOMO-LUMO gap (alpha / beta): 0.240 / 0.125 Eh
2S+1: 3
charge: +2
energy relative to the best compared isomer or geometry (same formula, charge and spin): 0.0 kJ/mol

Geometry as XYZ:
```
88
Properties=species:S:1:pos:R:3:forces:R:3
C -0.1347 3.9179 -3.5272 0.0 0.1 -0.4
C -0.3343 2.7729 -4.3217 0.3 1.2 -1.2
C -0.2931 2.9014 -5.7236 0.0 0.2 0.4
C -0.0289 4.1677 -6.2581 0.1 -0.4 0.5
N 0.2246 5.2221 -5.4812 -0.1 0.5 -0.4
C 0.1533 5.1299 -4.1567 -0.2 -0.9 0.0
C -0.6287 1.5581 -3.6411 1.3 0.2 3.3
C -0.5983 1.0875 -2.4078 0.1 2.5 -2.6
C -0.3006 1.3535 -1.0442 0.2 -0.5 1.4
C 0.9188 1.9391 -0.6291 -0.7 -0.2 0.1
C 1.2670 1.8949 0.7166 -0.2 -0.3 0.4
C 0.4819 1.1618 1.6271 -0.8 0.7 -1.6
C -0.8220 0.7833 1.2547 0.4 0.2 0.2
C -1.2217 0.9160 -0.0666 0.5 0.2 -0.2
Ni -1.4122 -0.0128 -3.5471 -3.1 -1.2 -2.0
P 2.7027 -1.2388 -0.1520 -0.6 0.4 -0.2
H -0.4616 2.0421 -6.3766 0.0 0.3 0.2
H -0.2268 3.8687 -2.4442 0.1 0.0 -0.2
H -0.0239 4.3162 -7.3450 0.1 0.1 0.5
H 0.3178 6.0250 -3.5484 0.0 -0.2 -0.4
H -2.2371 0.6619 -0.3879 0.4 0.0 0.2
H 1.5937 2.4015 -1.3504 -0.2 -0.2 0.2
H -1.5248 0.3903 1.9888 0.3 -0.2 -0.2
H 2.1627 2.3903 1.0741 0.1 -0.3 -0.1
C 2.6095 -2.8933 0.6481 -0.1 0.0 -0.1
C 3.6520 -3.9539 0.3095 0.0 -0.3 0.3
H 1.6003 -3.2641 0.3960 0.3 0.0 0.2
H 2.6057 -2.6813 1.7294 -0.1 -0.1 -0.2
H 3.4822 -4.8154 0.9682 0.2 0.0 -0.2
H 3.5593 -4.3101 -0.7242 0.1 0.2 0.2
H 4.6790 -3.6091 0.4792 -0.3 -0.1 -0.1
C 3.6590 -1.4475 -1.7159 0.1 -0.2 0.2
C 3.4948 -0.2240 -2.6246 0.1 -0.1 -0.2
H 3.2980 -2.3571 -2.2236 0.2 0.2 0.1
H 4.7130 -1.6017 -1.4417 -0.3 -0.1 -0.4
H 3.9763 -0.4082 -3.5967 -0.1 0.2 0.3
H 2.4345 0.0042 -2.8052 0.2 -0.1 0.0
H 3.9543 0.6691 -2.1861 -0.1 -0.1 -0.1
C 3.9094 -0.3293 0.8995 -0.1 0.0 0.0
C 5.2949 -0.9397 1.0944 0.2 0.3 0.3
H 3.4007 -0.2045 1.8680 0.3 0.0 -0.2
H 3.9864 0.6819 0.4703 0.1 -0.2 0.1
H 5.8860 -0.2495 1.7091 0.0 -0.2 -0.1
H 5.2547 -1.8989 1.6228 0.0 0.2 -0.1
H 5.8323 -1.0707 0.1485 -0.1 0.0 0.2
Br 1.1953 0.6587 3.2693 -0.2 0.0 0.8
P -1.3442 -1.9596 -3.0052 0.4 -1.3 1.2
C 0.4290 -2.3946 -3.1210 0.4 -0.4 -0.6
C 0.6681 -3.8935 -2.9173 -0.2 -0.3 -0.1
H 0.9539 -1.7948 -2.3577 -0.3 0.1 -0.2
H 0.7605 -2.0639 -4.1158 0.1 -0.1 0.3
H 1.6450 -4.1835 -3.3099 -0.1 0.1 0.1
H 0.6254 -4.1923 -1.8631 0.0 0.2 -0.2
H -0.0902 -4.4816 -3.4546 0.3 0.1 0.1
C -1.7671 -2.2802 -1.2782 -0.2 -0.2 0.4
C -3.1075 -2.9779 -1.0296 0.1 -0.1 0.2
H -1.7283 -1.3103 -0.7669 0.0 -0.3 -0.1
H -0.9403 -2.8789 -0.8728 -0.2 0.1 -0.1
H -3.3173 -2.9700 0.0451 0.0 0.0 -0.2
H -3.9356 -2.4751 -1.5346 0.1 -0.1 0.1
H -3.0732 -4.0240 -1.3511 -0.1 0.2 0.0
C -3.1706 -1.1989 -3.8906 0.5 0.0 0.1
C -2.9774 -0.9947 -5.3864 -0.2 0.0 0.0
H -3.6733 -0.3803 -3.3590 0.1 -0.1 0.0
H -3.6958 -2.1350 -3.6680 0.3 0.3 0.1
H -2.0577 -0.4279 -5.6262 -0.1 0.1 -0.1
H -2.9009 -1.9689 -5.8817 0.1 0.3 0.0
H -3.8214 -0.4384 -5.8226 0.3 -0.1 0.2
C -0.6792 3.1650 4.8882 0.7 -0.3 -0.8
P -1.6995 1.7085 4.4072 -0.7 2.4 3.2
C -3.2857 2.5014 3.9329 -0.1 -0.7 -1.5
C -2.1035 1.0634 6.0698 0.2 -1.6 -0.5
C -2.2223 -0.3370 6.1827 -0.2 0.3 0.3
C -2.5904 -0.9029 7.4032 0.0 0.1 0.0
C -2.8219 -0.0818 8.5157 0.1 0.0 -0.4
C -2.6877 1.3067 8.4062 0.0 -0.1 -0.3
C -2.3296 1.8854 7.1854 0.2 0.1 0.0
H -0.1687 3.5239 3.9838 -0.1 0.2 0.3
H 0.0786 2.8572 5.6236 -0.3 0.0 -0.3
H -1.3151 3.9604 5.3072 0.1 -0.4 -0.3
H -4.0200 1.7018 3.7573 0.1 0.4 0.1
H -3.6442 3.1785 4.7211 0.4 -0.3 0.0
H -3.1231 3.0510 2.9944 -0.2 -0.1 0.3
H -2.0267 -0.9650 5.3088 -0.1 0.1 0.4
H -2.6997 -1.9858 7.4838 0.1 0.4 0.0
H -3.1009 -0.5292 9.4689 0.1 0.1 -0.2
H -2.8647 1.9471 9.2713 0.0 -0.2 -0.3
H -2.2286 2.9696 7.1086 -0.1 -0.3 0.1
```
Positions in Å, forces in eV/Å.

For reference, E_tot by record: -168004.167, -175437.516 eV.